DFT (ωB97M-V with the def2-TZVPD basis set) results for a molecular structure, C16H17N6OPtS4.

Geometry as XYZ:
```
45
Properties=species:S:1:pos:R:3:forces:R:3:nbo_charge:R:1
Pt 0.227371 -1.290894 -1.453709 -0.053 -0.010 -0.224 0.601
S -2.088117 -0.723087 -1.551491 -0.029 -0.196 0.059 -0.245
C -2.721141 -1.742206 -0.275192 -0.070 0.098 -0.086 -0.070
C -4.109243 -1.898073 -0.159265 0.044 0.093 -0.095 -0.207
C -4.683440 -2.653857 0.847803 -0.430 0.003 -0.054 -0.162
C -6.124242 -2.771550 0.920848 0.415 0.041 -0.012 0.293
N -7.270628 -2.849696 0.968425 0.016 0.000 -0.009 -0.334
C -3.854240 -3.298286 1.777944 -0.149 -0.245 0.354 -0.169
C -2.483821 -3.162705 1.665703 0.186 -0.019 0.047 -0.160
C -1.892973 -2.393415 0.658709 0.125 -0.016 0.085 -0.230
S -0.144785 -2.261284 0.637182 -0.094 -0.051 -0.100 -0.210
C -4.406314 -4.103490 2.844968 0.081 0.209 -0.334 0.294
N -4.843483 -4.748858 3.690495 0.035 0.010 0.018 -0.335
H -4.750739 -1.407904 -0.880916 0.018 -0.005 0.014 0.229
H -1.844792 -3.666864 2.380052 -0.007 0.013 -0.017 0.228
C 0.452647 2.140276 -1.197847 0.019 -0.020 0.062 -0.084
N 0.687631 1.052715 -0.245232 0.061 0.022 0.147 -0.500
C 2.085570 1.102181 0.190716 -0.057 0.082 -0.064 -0.082
N 2.413576 2.386490 0.825179 -0.098 0.004 -0.040 -0.473
C 2.134338 3.448963 -0.150546 -0.058 -0.063 0.021 -0.079
N 0.738622 3.453510 -0.604267 0.021 -0.067 0.062 -0.470
C -0.119880 3.609922 0.577104 0.041 -0.076 -0.025 -0.078
N 0.091583 2.552554 1.570470 0.040 -0.051 -0.074 -0.469
C -0.179406 1.259161 0.923756 0.110 0.115 -0.074 -0.096
C 1.503383 2.573057 1.964344 -0.024 -0.055 -0.078 -0.078
H -0.589973 2.097683 -1.515723 -0.026 0.019 -0.014 0.214
H 1.093567 1.988379 -2.068396 0.014 0.010 -0.027 0.201
H 2.728887 0.955604 -0.682126 -0.027 0.007 0.055 0.201
H 2.257632 0.287804 0.896839 0.011 -0.005 0.039 0.205
H 2.784722 3.311893 -1.016153 0.017 -0.010 -0.020 0.195
H 2.359463 4.414101 0.306787 0.002 0.032 0.022 0.189
H -1.163072 3.589141 0.258964 -0.022 -0.001 -0.012 0.200
H 0.088209 4.577900 1.037355 0.015 0.023 0.020 0.188
H -1.216101 1.216173 0.588896 -0.045 0.018 0.004 0.218
H -0.010734 0.445035 1.627590 0.012 -0.006 0.047 0.219
H 1.676727 1.773716 2.686466 0.011 -0.018 0.016 0.197
H 1.727647 3.529904 2.439663 -0.001 0.038 0.002 0.189
C 4.461484 -1.336736 -1.803954 -0.058 0.083 0.036 -0.263
O 3.076431 -1.420873 -2.138415 -0.015 -0.010 0.127 -0.537
C 2.717816 -1.855331 -3.355426 -0.016 -0.223 -0.093 0.015
S 3.803002 -2.215470 -4.544631 -0.098 0.080 0.000 -0.200
S 0.999709 -2.038692 -3.518580 0.032 0.163 0.244 -0.130
H 4.480708 -1.237711 -0.721543 0.027 0.024 0.013 0.191
H 4.909679 -0.463498 -2.275892 0.035 0.014 -0.049 0.189
H 4.996718 -2.225682 -2.126953 -0.015 -0.055 0.004 0.206
```
Positions in Å, forces in eV/Å.

Output
- calculated total energy (eV) = -74445.592
- spin multiplicity = 3
- ΔE to the lowest compared entry with this formula, charge and spin (kJ/mol) = 47.08
- charge = -1
- ⟨S²⟩ = 2.010